This record from the Open Molecules 2025 dataset describes a cluster of 2 separate species, C46H53N4 in total. The level of theory is ωB97M-V with the def2-TZVPD basis set.

## Properties
ΔE to the lowest compared entry with this formula, charge and spin	0.5246	eV
LUMO level	-0.13522	Ha
charge	+1
HOMO-LUMO gap	3.989	eV
multiplicity	1
total energy	-2003.36478	a.u.
strongest force on any atom	3.10	eV Å⁻¹
HOMO	-7.67	eV

Atoms and positions in Å:
C1 -5.98 0.87 -3.96
C2 -5.15 -0.09 -3.16
C3 -4.48 0.35 -2.02
C4 -3.61 -0.49 -1.32
C5 -2.73 0.06 -0.24
C6 -3.49 -1.84 -1.73
N1 -2.44 -2.63 -1.19
C7 -2.02 -2.73 0.10
N2 -0.91 -3.52 0.11
C8 -0.21 -3.96 1.24
C9 -1.01 -4.18 2.40
C10 -2.40 -3.93 2.35
C11 -0.37 -4.69 3.57
C12 0.96 -5.09 3.52
C13 1.57 -5.72 4.74
C14 1.69 -4.92 2.34
C15 1.14 -4.31 1.20
C16 2.03 -4.08 0.02
C17 -0.64 -3.92 -1.21
C18 -1.53 -3.33 -2.00
C19 -4.20 -2.32 -2.84
C20 -4.13 -3.74 -3.32
C21 -5.01 -1.43 -3.55
H1 -6.61 0.34 -4.67
H2 -6.61 1.47 -3.30
H3 -5.35 1.57 -4.52
H4 -4.60 1.39 -1.70
H5 -2.78 -0.55 0.67
H6 -1.66 0.11 -0.53
H7 -3.05 1.08 0.02
H8 -2.81 -3.18 3.03
H9 -2.66 -2.54 0.96
H10 -3.09 -4.62 1.86
H11 -0.97 -4.83 4.47
H12 2.65 -5.81 4.62
H13 1.36 -5.11 5.64
H14 1.15 -6.72 4.92
H15 2.73 -5.25 2.31
H16 3.07 -4.02 0.37
H17 2.01 -4.92 -0.69
H18 1.80 -3.16 -0.52
H19 0.09 -4.67 -1.43
H20 -1.64 -3.38 -3.07
H21 -5.02 -3.93 -3.93
H22 -3.28 -3.93 -4.00
H23 -4.11 -4.47 -2.51
H24 -5.55 -1.79 -4.43
C22 -8.02 -4.21 4.71
C23 -7.31 -4.91 5.86
N3 -5.90 -4.63 5.90
C24 -5.17 -5.58 6.72
C25 -3.67 -5.48 6.54
C26 -3.23 -4.02 6.67
C27 -3.98 -3.17 5.69
C28 -5.34 -3.49 5.41
C29 -6.11 -2.60 4.58
C30 -5.45 -1.66 3.83
C31 -4.04 -1.43 3.96
C32 -3.31 -0.65 3.02
C33 -2.18 0.14 3.46
C34 -2.23 1.56 3.53
C35 -1.24 2.31 4.16
C36 -0.05 1.66 4.60
N4 1.02 2.39 5.04
C37 1.12 3.80 4.74
C38 -0.20 4.50 5.01
C39 -1.40 3.79 4.36
C40 2.30 1.74 5.22
C41 2.16 0.40 5.90
C42 1.18 -0.50 5.14
C43 0.01 0.24 4.55
C44 -1.01 -0.48 3.94
C45 -3.40 -2.08 5.06
C46 -7.60 -2.75 4.56
H25 -7.80 -4.74 3.78
H26 -9.10 -4.27 4.88
H27 -7.78 -4.63 6.83
H28 -7.42 -5.99 5.75
H29 -5.44 -5.41 7.78
H30 -5.53 -6.58 6.46
H31 -3.19 -6.09 7.31
H32 -3.38 -5.88 5.56
H33 -3.44 -3.68 7.69
H34 -2.16 -3.92 6.50
H35 -6.01 -1.02 3.13
H36 -3.84 -0.36 2.11
H37 -3.13 2.06 3.17
H38 1.91 4.19 5.39
H39 1.44 3.95 3.70
H40 -0.35 4.55 6.10
H41 -0.12 5.52 4.64
H42 -1.60 4.26 3.39
H43 -2.28 3.99 4.99
H44 2.81 1.62 4.24
H45 2.91 2.42 5.83
H46 3.13 -0.08 5.94
H47 1.80 0.54 6.93
H48 1.70 -1.02 4.32
H49 0.81 -1.29 5.82
H50 -0.92 -1.57 3.87
H51 -2.41 -1.76 5.38
H52 -7.98 -2.35 3.61
H53 -8.05 -2.16 5.38

Löwdin population analysis, charges in e, atoms 1 to 99: -0.046 -0.254 0.004 -0.175 -0.039 -0.112 0.039 0.006 0.046 -0.117 -0.241 -0.050 0.009 -0.268 -0.050 -0.004 -0.197 -0.057 0.009 0.000 -0.192 -0.048 0.008 0.079 0.086 0.092 0.128 0.022 0.112 0.094 0.003 0.115 0.071 0.108 0.077 0.082 0.089 0.119 0.086 0.085 0.087 0.125 0.120 0.087 0.080 0.095 0.124 -0.160 -0.160 -0.052 -0.154 -0.160 -0.137 -0.141 -0.075 -0.137 0.038 -0.219 0.027 -0.218 0.025 -0.136 -0.099 -0.092 -0.166 -0.164 -0.140 -0.166 -0.164 -0.145 -0.135 -0.006 0.040 -0.136 0.124 0.119 0.140 0.127 0.140 0.129 0.120 0.122 0.134 0.110 0.132 0.100 0.126 0.123 0.138 0.119 0.114 0.121 0.124 0.139 0.122 0.114 0.122 0.126 0.120

=====

This record from the Open Molecules 2025 dataset describes a structure of composition C46H54ClIrN5O6. The level of theory is ωB97M-V with the def2-TZVPD basis set.

## Properties
LUMO level (spin up / spin down)	-0.02935 / -0.06557	Ha
HOMO-LUMO gap (spin up / spin down)	5.166 / 6.264	eV
multiplicity	6
total energy	-3074.56784	a.u.
strongest force on any atom	0.87	eV Å⁻¹
HOMO (spin up / spin down)	-5.96 / -8.05	eV

Atoms and positions in Å:
Ir1 -0.83 -0.85 0.48
C1 1.20 1.92 -4.32
C2 -0.12 1.14 -4.29
C3 -1.18 1.87 -5.12
C4 0.08 -0.29 -4.77
C5 0.66 -0.50 -6.01
C6 0.90 -1.78 -6.46
C7 0.57 -2.87 -5.67
C8 -0.03 -2.72 -4.42
C9 -0.46 -3.99 -3.71
C10 -0.01 -4.18 -2.26
C11 -1.97 -4.19 -3.86
C12 -0.27 -1.40 -4.01
N1 -0.89 -1.14 -2.72
C13 -2.19 -0.58 -2.72
O1 -2.85 -0.72 -3.73
C14 -2.72 0.29 -1.60
C15 -4.01 0.75 -1.81
C16 -4.56 1.65 -0.91
C17 -3.79 2.10 0.14
C18 -2.51 1.58 0.31
N2 -2.01 0.67 -0.53
C19 -1.68 2.28 1.39
O2 -1.71 3.49 1.29
N3 -0.96 1.68 2.38
C20 -0.25 2.59 3.28
C21 -0.83 3.17 4.43
C22 -0.01 4.01 5.19
C23 1.27 4.34 4.81
C24 1.77 3.85 3.63
C25 1.03 2.96 2.86
C26 1.64 2.50 1.55
C27 1.57 3.62 0.51
C28 3.08 2.03 1.73
C29 -2.25 3.14 5.00
C30 -2.37 2.18 6.19
C31 -3.44 3.03 4.04
H1 1.10 2.85 -3.77
H2 1.48 2.17 -5.34
H3 2.02 1.35 -3.88
H4 -0.45 1.13 -3.25
H5 -0.84 1.98 -6.15
H6 -1.36 2.86 -4.71
H7 -2.12 1.32 -5.13
H8 0.93 0.35 -6.62
H9 1.35 -1.94 -7.43
H10 0.77 -3.87 -6.02
H11 0.03 -4.79 -4.28
H12 -0.67 -3.68 -1.55
H13 1.00 -3.81 -2.09
H14 -0.03 -5.24 -2.02
H15 -2.53 -3.35 -3.43
H16 -2.29 -5.09 -3.33
H17 -2.25 -4.28 -4.91
H18 -4.56 0.40 -2.67
H19 -5.57 2.01 -1.04
H20 -4.14 2.85 0.84
H21 -0.42 4.44 6.09
H22 1.86 5.02 5.42
H23 2.75 4.16 3.29
H24 1.06 1.65 1.18
H25 2.25 4.43 0.77
H26 0.56 4.04 0.44
H27 1.85 3.24 -0.47
H28 3.71 2.80 2.17
H29 3.52 1.79 0.76
H30 3.14 1.14 2.36
H31 -2.35 4.14 5.43
H32 -2.19 1.16 5.90
H33 -3.37 2.25 6.63
H34 -1.65 2.45 6.97
H35 -3.64 2.01 3.74
H36 -3.28 3.64 3.16
H37 -4.33 3.41 4.55
C32 3.73 0.83 -2.00
C33 2.48 0.11 -1.50
C34 2.75 -1.23 -0.86
C35 3.61 -2.12 -1.49
C36 3.85 -3.39 -0.97
C37 3.16 -3.79 0.16
C38 2.26 -2.94 0.80
C39 1.42 -3.55 1.90
C40 2.20 -3.87 3.18
C41 2.11 -1.63 0.32
N4 1.21 -0.73 0.96
C42 1.34 -0.62 2.32
C43 0.29 -0.28 3.17
C44 -0.01 -0.90 4.38
C45 -1.42 -0.91 4.52
C46 -1.99 -0.20 3.50
N5 -0.96 0.26 2.62
H38 3.48 1.83 -2.35
H39 4.20 0.30 -2.83
H40 4.47 0.93 -1.21
H41 1.80 -0.05 -2.34
H42 1.93 0.73 -0.79
H43 4.11 -1.82 -2.40
H44 4.53 -4.06 -1.47
H45 3.27 -4.80 0.53
H46 0.99 -4.47 1.51
H47 0.57 -2.91 2.15
H48 3.03 -4.54 2.96
H49 1.56 -4.35 3.91
H50 2.62 -2.97 3.63
H51 2.25 -0.97 2.77
H52 0.69 -1.46 4.97
H53 -1.97 -1.42 5.28
H54 -3.01 -0.03 3.25
O3 -2.57 -3.79 0.91
Cl1 -2.56 -2.51 0.25
O4 -3.28 -1.50 1.07
O5 -3.20 -2.60 -1.06
O6 -0.15 -1.24 -1.68

Löwdin population analysis, charges in e, atoms 1 to 99: 1.254 -0.048 -0.359 -0.047 -0.126 -0.022 -0.051 -0.022 -0.104 -0.347 -0.044 -0.040 -0.077 -0.043 -0.335 0.138 -0.174 0.035 0.007 0.029 -0.156 0.026 -0.376 0.089 0.062 -0.067 -0.081 -0.045 -0.055 -0.028 -0.121 -0.367 -0.035 -0.043 -0.354 -0.050 -0.057 0.089 0.081 0.051 0.121 0.081 0.085 0.074 0.114 0.108 0.115 0.123 0.044 0.074 0.090 0.056 0.087 0.085 0.132 0.122 0.124 0.115 0.107 0.108 0.085 0.085 0.072 0.068 0.072 0.064 0.071 0.123 0.050 0.082 0.079 0.057 0.065 0.084 -0.099 -0.202 -0.167 -0.041 -0.079 -0.053 -0.169 -0.201 -0.086 -0.204 -0.132 -0.153 -0.240 -0.019 -0.075 -0.101 -0.081 0.062 0.068 0.075 0.085 0.084 0.107 0.102 0.114

=====

This record from the Open Molecules 2025 dataset describes a structure of composition C46H54NO3PRuS2Si. The level of theory is ωB97M-V with the def2-TZVPD basis set.

## Properties
ΔE to the lowest compared entry with this formula, charge and spin	3.2089	eV
LUMO level (spin up / spin down)	-0.19610 / -0.19002	Ha
charge	+1
HOMO-LUMO gap (spin up / spin down)	3.435 / 3.677	eV
multiplicity	2
total energy	-3587.56979	a.u.
strongest force on any atom	2.18	eV Å⁻¹
HOMO (spin up / spin down)	-8.77 / -8.85	eV

Atoms and positions in Å:
Ru1 -0.15 -0.16 -0.16
C1 1.96 0.41 -2.87
C2 3.17 -0.22 -2.25
C3 4.13 -0.82 -3.06
C4 5.27 -1.40 -2.53
C5 5.47 -1.40 -1.16
C6 4.53 -0.81 -0.33
C7 3.37 -0.23 -0.85
P1 2.15 0.59 0.25
C8 2.52 -0.16 1.88
C9 2.58 -1.56 1.83
C10 2.80 -2.31 2.97
C11 2.97 -1.66 4.19
C12 2.86 -0.28 4.25
C13 2.60 0.49 3.12
C14 2.37 1.97 3.30
C15 2.90 2.26 0.23
C16 4.23 2.44 0.55
C17 4.80 3.71 0.55
C18 4.03 4.84 0.24
C19 2.72 4.70 -0.10
C20 2.11 3.40 -0.16
C21 0.83 3.27 -0.62
H1 1.92 0.20 -3.94
H2 1.98 1.50 -2.74
H3 1.06 0.01 -2.41
H4 3.98 -0.83 -4.13
H5 5.99 -1.87 -3.18
H6 6.35 -1.85 -0.73
H7 4.70 -0.81 0.74
H8 2.45 -2.06 0.87
H9 2.85 -3.39 2.91
H10 3.16 -2.23 5.09
H11 2.96 0.22 5.21
H12 1.95 2.17 4.28
H13 1.69 2.36 2.54
H14 3.31 2.53 3.22
H15 4.83 1.59 0.81
H16 5.84 3.83 0.81
H17 4.49 5.83 0.26
H18 2.11 5.56 -0.36
H19 0.36 2.29 -0.72
H20 0.26 4.14 -0.92
O1 -1.63 1.63 -0.94
S1 -2.40 2.91 -0.75
C22 -4.19 2.43 -0.81
C23 -4.39 0.97 -0.43
C24 -4.76 0.12 -1.66
C25 -4.77 -1.37 -1.38
S2 -3.10 -2.15 -1.37
O2 -2.29 -1.29 -0.46
C26 -2.68 -1.79 -3.09
C27 -3.32 -2.50 -4.09
C28 -3.00 -2.25 -5.41
C29 -2.04 -1.29 -5.73
C30 -1.39 -0.60 -4.71
C31 -1.71 -0.86 -3.39
C32 -2.33 3.37 1.00
C33 -2.95 4.56 1.36
C34 -2.94 4.96 2.69
C35 -2.28 4.18 3.63
C36 -1.63 3.02 3.25
C37 -1.66 2.60 1.92
H21 -4.49 2.63 -1.84
H22 -4.70 3.13 -0.15
H23 -5.18 0.89 0.32
H24 -3.48 0.57 0.01
H25 -4.06 0.33 -2.47
H26 -5.75 0.42 -2.01
H27 -5.33 -1.94 -2.13
H28 -5.19 -1.59 -0.39
H29 -4.06 -3.25 -3.84
H30 -3.49 -2.80 -6.20
H31 -1.80 -1.09 -6.76
H32 -0.64 0.14 -4.96
H33 -1.21 -0.33 -2.59
H34 -3.45 5.16 0.61
H35 -3.43 5.87 2.98
H36 -2.26 4.49 4.67
H37 -1.10 2.43 3.98
H38 -1.16 1.68 1.63
C38 -0.52 -4.66 -1.45
Si1 0.87 -3.38 -1.71
C39 1.03 -3.16 -3.59
C40 2.50 -4.13 -1.07
O3 0.56 -2.02 -0.95
H39 -0.12 -5.68 -1.45
H40 -1.26 -4.59 -2.26
H41 -1.04 -4.50 -0.50
H42 1.45 -4.05 -4.06
H43 1.67 -2.31 -3.84
H44 0.05 -2.98 -4.04
H45 2.70 -5.07 -1.59
H46 2.45 -4.34 0.00
H47 3.33 -3.45 -1.25
N1 -0.67 -1.50 1.83
C41 -1.57 -1.23 2.89
C42 -2.94 -1.44 2.74
C43 -3.81 -1.15 3.79
C44 -3.32 -0.66 4.99
C45 -1.96 -0.45 5.14
C46 -1.08 -0.73 4.10
H48 -1.02 -2.19 1.18
H49 0.25 -1.75 2.16
H50 -3.31 -1.83 1.81
H51 -4.87 -1.34 3.67
H52 -3.99 -0.46 5.81
H53 -1.57 -0.06 6.07
H54 -0.01 -0.59 4.22

Löwdin population analysis, charges in e, atoms 1 to 99: 0.830 -0.064 -0.265 -0.041 -0.063 -0.072 -0.106 -0.291 1.052 -0.317 -0.145 -0.064 -0.064 -0.054 -0.263 -0.036 -0.258 -0.059 -0.001 -0.042 0.006 -0.273 0.159 0.080 0.079 0.025 0.117 0.111 0.111 0.104 0.083 0.114 0.111 0.118 0.084 0.062 0.085 0.115 0.122 0.118 0.125 -0.015 0.090 -0.626 1.004 -0.282 -0.230 -0.217 -0.289 1.016 -0.605 -0.386 -0.081 -0.063 -0.066 -0.065 -0.095 -0.384 -0.096 -0.065 -0.062 -0.059 -0.074 0.091 0.087 0.126 0.073 0.108 0.124 0.089 0.093 0.116 0.112 0.110 0.108 0.061 0.115 0.113 0.112 0.100 0.072 -0.170 0.234 -0.144 -0.160 -0.471 0.026 0.009 0.012 0.033 0.006 0.008 0.029 0.018 0.008 0.067 -0.297 -0.034 -0.080

=====

This record from the Open Molecules 2025 dataset describes a structure of composition C46H55CuN7O. The level of theory is ωB97M-V with the def2-TZVPD basis set.

## Properties
LUMO level (spin up / spin down)	0.00669 / -0.00197	Ha
HOMO-LUMO gap (spin up / spin down)	5.500 / 5.996	eV
multiplicity	2
total energy	-3884.67787	a.u.
strongest force on any atom	0.61	eV Å⁻¹
HOMO (spin up / spin down)	-5.32 / -6.05	eV

Atoms and positions in Å:
Cu1 -0.79 -0.15 -0.24
C1 -1.32 0.16 3.96
C2 0.04 0.43 4.36
C3 0.92 0.91 3.47
C4 0.39 1.36 2.13
N1 -0.69 0.48 1.66
C5 -1.54 0.10 2.61
C6 2.20 0.07 0.74
C7 3.67 0.24 0.52
C8 4.16 0.18 -0.75
C9 3.30 -0.03 -1.86
C10 2.01 -0.47 -1.69
N2 1.54 -0.69 -0.39
C11 1.01 -0.57 -2.75
C12 1.38 -0.60 -4.10
C13 0.40 -0.65 -5.08
C14 -0.93 -0.69 -4.70
C15 -1.21 -0.68 -3.35
N3 -0.29 -0.62 -2.39
H1 -2.06 -0.19 4.66
H2 0.35 0.18 5.37
H3 1.96 1.10 3.73
H4 -2.46 -0.37 2.24
H5 4.29 0.41 1.39
H6 5.21 0.35 -0.92
H7 3.67 0.20 -2.85
H8 2.42 -0.60 -4.38
H9 0.68 -0.67 -6.12
H10 -1.73 -0.74 -5.42
H11 -2.24 -0.73 -2.99
C16 4.46 4.09 0.41
C17 3.51 4.52 1.53
C18 3.63 3.62 2.77
C19 2.08 4.70 1.05
C20 1.54 5.97 1.11
C21 0.26 6.26 0.64
C22 -0.48 5.23 0.09
C23 0.01 3.93 0.03
C24 -0.84 2.86 -0.62
C25 -2.23 2.77 0.01
C26 -0.94 3.08 -2.13
C27 1.29 3.66 0.52
N4 1.85 2.37 0.41
C28 1.46 1.37 1.07
C29 2.18 -1.23 1.48
N5 1.90 -1.95 0.41
C30 1.60 -3.36 0.28
C31 2.53 -4.27 -0.28
C32 2.18 -5.62 -0.26
C33 1.00 -6.08 0.28
C34 0.13 -5.18 0.85
C35 0.41 -3.81 0.87
C36 -0.58 -2.90 1.56
C37 -1.96 -3.02 0.90
C38 -0.66 -3.21 3.06
C39 3.89 -3.97 -0.89
C40 4.81 -3.18 0.03
C41 3.77 -3.40 -2.30
H12 5.48 4.03 0.78
H13 4.43 4.81 -0.41
H14 4.17 3.11 0.02
H15 3.83 5.52 1.85
H16 3.46 2.58 2.51
H17 2.91 3.91 3.53
H18 4.63 3.71 3.20
H19 2.14 6.77 1.53
H20 -0.14 7.26 0.71
H21 -1.47 5.44 -0.29
H22 -0.36 1.90 -0.47
H23 -2.86 3.61 -0.29
H24 -2.17 2.76 1.10
H25 -2.72 1.85 -0.30
H26 -1.47 4.00 -2.37
H27 -1.47 2.25 -2.60
H28 0.06 3.13 -2.58
H29 0.01 2.40 2.21
H30 2.44 -1.59 2.46
H31 2.88 -6.33 -0.69
H32 0.77 -7.14 0.28
H33 -0.79 -5.52 1.31
H34 -0.24 -1.87 1.46
H35 -2.38 -4.02 1.03
H36 -1.91 -2.81 -0.17
H37 -2.65 -2.31 1.35
H38 -0.80 -4.28 3.24
H39 -1.49 -2.68 3.51
H40 0.25 -2.89 3.57
H41 4.36 -4.95 -1.00
H42 4.47 -2.15 0.17
H43 5.81 -3.14 -0.40
H44 4.88 -3.65 1.01
H45 3.24 -2.46 -2.30
H46 3.22 -4.10 -2.94
H47 4.76 -3.25 -2.73
N6 -2.82 -0.31 -0.66
C42 -3.91 0.01 -0.46
N7 -5.13 0.43 -0.19
C43 -5.39 1.31 0.95
C44 -6.75 0.96 1.52
O1 -7.75 1.03 0.52
C45 -7.50 0.11 -0.53
C46 -6.18 0.41 -1.21
H48 -5.38 2.35 0.62
H49 -4.60 1.18 1.70
H50 -7.03 1.66 2.30
H51 -6.72 -0.05 1.95
H52 -8.32 0.20 -1.24
H53 -7.48 -0.92 -0.13
H54 -6.23 1.38 -1.71
H55 -5.94 -0.35 -1.95

Löwdin population analysis, charges in e, atoms 1 to 99: 0.273 -0.134 -0.128 -0.071 -0.273 -0.022 -0.237 -0.288 -0.052 -0.103 -0.036 -0.223 0.083 -0.201 -0.016 -0.066 -0.070 -0.146 0.086 0.075 0.097 0.094 0.085 0.117 0.109 0.107 0.106 0.108 0.099 0.085 -0.059 -0.370 -0.056 -0.134 -0.041 -0.078 -0.040 -0.139 -0.369 -0.067 -0.042 -0.141 0.212 -0.175 0.054 0.074 -0.050 -0.113 -0.038 -0.057 -0.039 -0.116 -0.371 -0.063 -0.042 -0.366 -0.050 -0.043 0.077 0.081 0.051 0.119 0.047 0.085 0.078 0.108 0.099 0.109 0.073 0.079 0.085 0.027 0.078 0.067 0.088 0.145 0.146 0.112 0.107 0.111 0.079 0.077 0.070 0.056 0.075 0.070 0.081 0.117 0.038 0.083 0.085 0.042 0.085 0.085 0.188 -0.214 -0.076 -0.106 -0.182